# 1
{"formula": "C47H64BCl2F3N7O3", "method": "ωB97M-V/def2-TZVPD", "species": ["C", "C", "O", "C", "C", "O", "C", "B", "C", "C", "O", "C", "C", "F", "F", "F", "C", "C", "C", "C", "C", "C", "C", "C", "Cl", "C", "C", "Cl", "H", "H", "H", "H", "H", "H", "H", "H", "H", "H", "H", "H", "H", "H", "H", "H", "H", "H", "H", "H", "H", "H", "H", "H", "H", "H", "H", "H", "H", "N", "C", "C", "C", "C", "H", "H", "H", "H", "H", "N", "C", "C", "C", "C", "H", "H", "H", "H", "H", "N", "C", "C", "C", "C", "H", "H", "H", "H", "H", "N", "C", "C", "C", "C", "H", "H", "H", "H", "H", "N", "C", "C", "C", "C", "H", "H", "H", "H", "H", "N", "C", "C", "C", "C", "H", "H", "H", "H", "H", "N", "C", "C", "C", "C", "H", "H", "H", "H", "H"], "positions_angstrom": [[5.129, -4.606, 0.459], [4.828, -3.125, 0.589], [4.600, -2.842, 1.982], [3.461, -2.020, 2.190], [3.806, -0.555, 1.935], [3.655, -0.222, 0.568], [2.536, 0.661, 0.374], [2.249, 1.083, -1.167], [3.301, 2.226, -1.769], [4.591, 2.436, -0.999], [5.527, 1.370, -1.209], [6.807, 1.657, -0.748], [7.045, 1.268, 0.700], [7.020, -0.054, 0.896], [6.213, 1.852, 1.574], [8.308, 1.682, 1.032], [0.773, 1.892, -1.121], [-0.417, 1.063, -0.750], [-1.144, 0.417, -1.729], [-2.239, -0.358, -1.461], [-2.650, -0.500, -0.161], [-1.974, 0.139, 0.842], [-0.885, 0.909, 0.535], [2.084, -0.223, -2.167], [1.483, -1.725, -1.290], [3.390, -0.603, -2.925], [3.727, -2.080, -3.079], [3.214, 0.031, -4.646], [5.271, -4.844, -0.601], [4.306, -5.226, 0.819], [6.040, -4.893, 0.988], [3.930, -2.850, 0.033], [5.694, -2.539, 0.267], [2.578, -2.353, 1.631], [3.217, -2.098, 3.256], [4.842, -0.371, 2.232], [3.161, 0.054, 2.581], [2.655, 1.580, 0.981], [1.657, 0.158, 0.809], [2.801, 3.202, -1.753], [3.572, 2.056, -2.818], [5.072, 3.349, -1.403], [4.440, 2.657, 0.062], [7.099, 2.696, -0.942], [7.495, 1.029, -1.324], [0.829, 2.719, -0.399], [0.574, 2.349, -2.100], [-0.828, 0.527, -2.763], [-2.764, -0.855, -2.268], [-3.498, -1.127, 0.095], [-2.255, 0.056, 1.884], [-0.327, 1.412, 1.319], [1.349, 0.028, -2.928], [4.275, -0.108, -2.531], [2.941, -2.660, -3.556], [4.591, -2.132, -3.754], [4.067, -2.527, -2.146], [0.001, -3.810, 3.180], [1.132, -4.186, 3.847], [0.779, -4.505, 5.133], [-0.627, -4.318, 5.241], [-1.075, -3.891, 4.019], [-0.034, -3.518, 2.219], [2.089, -4.192, 3.351], [1.451, -4.835, 5.909], [-1.236, -4.479, 6.115], [-2.064, -3.638, 3.676], [-3.265, 2.891, -2.584], [-2.688, 4.090, -2.888], [-3.621, 4.857, -3.541], [-4.810, 4.086, -3.628], [-4.556, 2.879, -3.025], [-2.805, 2.130, -2.105], [-1.665, 4.293, -2.616], [-3.468, 5.857, -3.913], [-5.743, 4.381, -4.080], [-5.183, 2.015, -2.875], [-4.649, 1.606, -7.654], [-5.448, 1.471, -8.757], [-6.581, 2.211, -8.547], [-6.457, 2.819, -7.267], [-5.254, 2.427, -6.743], [-3.755, 1.169, -7.530], [-5.142, 0.863, -9.592], [-7.406, 2.307, -9.233], [-7.170, 3.468, -6.787], [-4.778, 2.661, -5.806], [3.049, -7.572, 3.839], [3.745, -8.688, 4.214], [4.001, -9.423, 3.087], [3.438, -8.718, 1.987], [2.862, -7.580, 2.485], [2.724, -6.854, 4.463], [3.996, -8.863, 5.246], [4.532, -10.359, 3.053], [3.457, -9.012, 0.951], [2.336, -6.778, 1.996], [-0.110, -10.992, 6.966], [0.465, -10.830, 5.733], [1.055, -9.596, 5.702], [0.831, -8.990, 6.968], [0.113, -9.876, 7.726], [-0.616, -11.804, 7.266], [0.404, -11.604, 4.987], [1.587, -9.173, 4.867], [1.160, -8.014, 7.287], [-0.259, -9.809, 8.735], [-3.332, 7.604, -1.142], [-2.126, 7.633, -1.778], [-1.756, 8.944, -1.928], [-2.784, 9.739, -1.352], [-3.741, 8.882, -0.874], [-3.838, 6.768, -0.910], [-1.636, 6.721, -2.068], [-0.852, 9.293, -2.397], [-2.817, 10.815, -1.296], [-4.674, 9.074, -0.371], [-7.425, 8.793, 1.028], [-8.221, 8.666, -0.077], [-9.355, 9.403, 0.135], [-9.236, 10.003, 1.418], [-8.034, 9.610, 1.942], [-6.531, 8.355, 1.151], [-7.914, 8.064, -0.915], [-10.178, 9.503, -0.552], [-9.950, 10.650, 1.900], [-7.561, 9.838, 2.882]], "homo_energy_ha": -0.2121, "charge": -1, "spin_multiplicity": 1, "e_lumo_ev": 1.962, "orbital_gap_ev": 7.7, "total_energy_ha": -3683.18271, "largest_force_ev_per_a": 1.56}


# 2
{"formula": "Ag2H28O18P", "method": "ωB97M-V/def2-TZVPD", "species": ["Ag", "Ag", "P", "O", "O", "O", "O", "O", "H", "H", "O", "H", "H", "O", "H", "H", "O", "H", "H", "O", "H", "H", "O", "H", "H", "O", "H", "H", "O", "H", "H", "O", "H", "H", "O", "H", "H", "O", "H", "H", "O", "H", "H", "O", "H", "H", "O", "H", "H"], "positions_angstrom": [[2.696, 0.363, 1.498], [-0.051, 1.691, 0.759], [0.159, -0.876, -0.137], [-0.976, -0.327, 0.644], [0.671, -0.348, 1.277], [-0.358, 0.213, -0.928], [1.247, 0.142, -0.202], [-2.317, 1.703, -0.938], [-1.572, 0.981, -0.877], [-2.070, 2.156, -1.757], [2.083, -2.031, 2.172], [1.418, -1.343, 1.868], [1.870, -2.252, 3.076], [0.239, 2.487, -1.776], [0.036, 1.671, -1.372], [0.756, 2.089, -2.439], [1.873, -2.367, -2.288], [1.949, -1.410, -2.392], [2.755, -2.641, -2.056], [2.658, 2.141, -0.280], [2.016, 1.325, -0.257], [2.099, 2.797, -0.761], [-3.662, -0.451, 0.833], [-2.811, -0.153, 0.584], [-4.282, 0.160, 0.426], [-0.672, -1.065, 3.290], [-1.245, -1.772, 2.994], [-0.278, -0.791, 2.367], [3.468, -0.984, -0.183], [4.233, -0.524, -0.472], [2.646, -0.533, -0.274], [-1.752, 1.330, 2.281], [-1.534, 0.531, 1.745], [-2.547, 1.753, 1.899], [1.174, 1.657, 2.602], [0.980, 0.833, 2.028], [1.616, 1.445, 3.444], [1.950, 0.323, -2.560], [1.662, 0.251, -1.535], [1.087, 0.143, -3.025], [-2.542, -1.151, -1.762], [-3.105, -0.943, -1.002], [-1.806, -0.495, -1.612], [-0.672, 0.271, -3.371], [-1.574, 0.575, -3.450], [-0.515, 0.227, -2.380], [-2.103, -2.525, 1.613], [-3.025, -2.628, 1.419], [-1.873, -1.646, 1.268]], "homo_energy_ha": -0.2112, "charge": -1, "spin_multiplicity": 1, "e_lumo_ev": 1.149, "orbital_gap_ev": 6.9, "total_energy_ha": -2005.78159, "largest_force_ev_per_a": 17.17, "de_lowest_kj_mol": 362.14}


# 3
{"formula": "C36H36AsIN4SY", "method": "ωB97M-V/def2-TZVPD", "species": ["Y", "S", "C", "C", "C", "C", "C", "C", "C", "C", "C", "N", "H", "H", "H", "H", "H", "H", "C", "C", "C", "C", "C", "C", "As", "N", "C", "C", "C", "C", "C", "C", "C", "C", "C", "C", "C", "C", "C", "C", "C", "C", "C", "C", "H", "H", "H", "H", "H", "H", "H", "H", "H", "H", "H", "H", "H", "H", "H", "H", "H", "H", "H", "H", "H", "H", "H", "H", "H", "H", "H", "I", "C", "C", "N", "N", "C", "H", "H", "H"], "positions_angstrom": [[-0.315, -0.239, -0.144], [2.338, 0.237, 3.683], [0.764, 0.234, 4.325], [-0.176, 0.177, 3.344], [0.359, 0.139, 2.012], [1.738, 0.166, 2.066], [2.662, 0.100, 0.911], [4.051, 0.111, 1.036], [4.847, 0.026, -0.088], [4.259, -0.068, -1.346], [2.890, -0.073, -1.407], [2.103, 0.014, -0.319], [0.615, 0.271, 5.399], [-1.236, 0.158, 3.574], [4.498, 0.182, 2.020], [5.927, 0.030, 0.010], [4.846, -0.142, -2.250], [2.384, -0.149, -2.361], [-1.587, -4.712, -7.269], [-1.737, -3.997, -5.947], [-2.955, -3.468, -5.543], [-3.111, -2.839, -4.314], [-4.462, -2.247, -3.977], [-2.009, -2.751, -3.447], [-2.344, -1.852, -1.754], [-0.952, -2.156, -0.559], [-0.463, -3.412, -0.081], [0.477, -3.408, 0.952], [1.018, -4.588, 1.442], [0.627, -5.813, 0.921], [-0.308, -5.831, -0.104], [-0.845, -4.646, -0.597], [-3.797, -2.720, -0.775], [-4.344, -3.988, -0.985], [-4.030, -4.916, -2.141], [-5.306, -4.459, -0.085], [-5.752, -3.722, 0.994], [-6.788, -4.262, 1.949], [-5.224, -2.444, 1.162], [-4.277, -1.929, 0.297], [-3.839, -0.502, 0.547], [-0.743, -3.175, -3.878], [0.552, -2.946, -3.129], [-0.645, -3.815, -5.110], [-2.527, -4.735, -7.819], [-1.260, -5.744, -7.117], [-0.838, -4.224, -7.898], [-3.815, -3.544, -6.205], [-5.165, -2.404, -4.794], [-4.385, -1.170, -3.816], [-4.900, -2.678, -3.079], [0.777, -2.471, 1.409], [1.741, -4.546, 2.249], [1.044, -6.736, 1.309], [-0.622, -6.776, -0.534], [-1.541, -4.677, -1.416], [-3.306, -4.529, -2.844], [-4.945, -5.128, -2.701], [-3.660, -5.869, -1.758], [-5.718, -5.452, -0.256], [-7.105, -5.266, 1.668], [-7.671, -3.620, 1.969], [-6.394, -4.305, 2.967], [-5.573, -1.828, 1.989], [-4.345, -0.088, 1.416], [-4.040, 0.143, -0.303], [-2.779, -0.447, 0.752], [0.553, -1.990, -2.625], [1.383, -2.948, -3.834], [0.744, -3.713, -2.375], [0.336, -4.155, -5.438], [-4.125, 4.318, -2.843], [-2.462, 3.509, -1.960], [-1.407, 4.178, -1.387], [-0.556, 3.245, -0.932], [-0.984, 1.998, -1.185], [-2.154, 2.153, -1.806], [-1.212, 5.237, -1.276], [0.322, 3.390, -0.473], [-2.713, 1.289, -2.131]], "homo_energy_ha": -0.3725, "charge": 1, "spin_multiplicity": 1, "e_lumo_ev": -2.811, "orbital_gap_ev": 7.3, "total_energy_ha": -4582.27582, "largest_force_ev_per_a": 2.02}